Formula: C29H30IrNO3
Source: OMol25
Level of theory: ωB97M-V/def2-TZVPD

The geometry in XYZ format:
```
64
C29H30IrNO3 | OMol25 | ωB97M-V/def2-TZVPD
C -0.4462 -1.2946 1.2665
C -1.8788 -1.3640 1.3497
C -2.3666 -1.9485 0.1029
H -2.4516 -1.1204 2.2446
C -1.2680 -2.0826 -0.7875
C -0.0741 -1.6706 -0.0642
H -1.3464 -2.5545 -1.7704
C 1.5976 1.4472 2.4466
C 0.4022 1.3229 3.2663
C -0.7469 1.5613 2.4792
H 0.4168 1.1739 4.3411
C -0.2671 1.7756 1.1598
C 1.1841 1.7023 1.1345
H -3.3809 -2.1418 -0.2440
H 0.9389 -1.7408 -0.4384
H 0.2685 -1.0410 2.0632
H 1.7974 1.9482 0.2261
H -1.8138 1.6471 2.7508
H 2.6286 1.3090 2.7742
Ir -1.4614 -0.0492 -0.2827
C -0.9782 2.5778 0.0730
C -0.4232 4.0285 -0.0873
C -2.3963 2.7493 0.5847
H -0.5154 4.5611 0.8848
H -1.0393 4.5340 -0.8709
H 0.6301 3.9977 -0.4280
H -2.3620 3.2584 1.5358
H -2.8568 1.7976 0.8120
H -3.0870 3.3065 -0.0367
C -0.7289 1.7658 -1.1940
C -1.9429 1.3711 -1.9737
H 0.1499 0.6569 -1.1057
H 0.0594 2.2075 -1.7510
O -2.9801 1.2306 -1.1985
N -1.8085 1.0420 -3.2893
C -1.7870 -0.3437 -3.7230
H -1.8250 1.7370 -4.0043
C -3.0648 -1.0480 -3.2335
C -3.1888 -2.4409 -3.3022
H -2.4653 -2.9916 -3.9114
C -4.1701 -3.1191 -2.5678
H -4.1805 -4.2241 -2.5690
C -5.0886 -2.3771 -1.7848
H -5.8072 -2.9173 -1.1418
C -5.0849 -0.9832 -1.8507
H -5.7855 -0.3852 -1.2530
C -4.1366 -0.3627 -2.6613
H -4.2479 0.6945 -2.7434
H -0.9606 -0.9497 -3.3031
H -1.7485 -0.3987 -4.7967
O 3.8875 0.3265 -0.0821
C 3.7912 -0.5488 0.8075
O 2.8081 -1.1924 1.2511
C 5.1119 -0.8882 1.5130
C 5.0903 -1.5747 2.7434
C 6.2803 -1.9498 3.3779
C 7.5170 -1.6274 2.7975
C 7.5546 -0.9249 1.5820
C 6.3590 -0.5625 0.9468
H 4.1274 -1.8244 3.1837
H 6.2264 -2.4932 4.3218
H 8.4418 -1.9162 3.3006
H 8.5139 -0.6571 1.1294
H 6.3791 -0.0215 0.0000
```

Computed properties:
ΔE to the lowest compared entry with this formula, charge and spin	25.9	kJ/mol
calculated total energy	-41020.0680	eV
2S+1	5
HOMO energy (alpha / beta)	-5.5 / -7.9	eV

These are the Mulliken partial charges, in e, on atoms 1 to 6: -0.018 -1.539 -0.016 0.462 -0.117 -1.462

***

Formula: C21H25IN3STi
Source: OMol25
Level of theory: ωB97M-V/def2-TZVPD

The geometry in XYZ format:
```
52
C21H25IN3STi | OMol25 | ωB97M-V/def2-TZVPD
Ti 0.7241 0.0943 0.1624
I 1.1030 -2.5777 -0.7800
C -0.5498 -3.1848 0.3630
C -0.9098 -4.4919 0.3106
C -2.0576 -4.8966 1.0344
C -2.7735 -3.9803 1.7417
C -2.3831 -2.6154 1.7818
C -3.1485 -1.6584 2.4953
C -2.7851 -0.3428 2.5268
C -1.6156 0.0731 1.8546
C -0.8200 -0.8064 1.1358
C -1.2255 -2.1804 1.0892
H -0.3479 -5.2151 -0.2653
H -2.3596 -5.9361 1.0086
H -3.6606 -4.2839 2.2867
H -4.0434 -1.9910 3.0118
H -3.3854 0.3775 3.0706
H -1.3583 1.1242 1.9095
C 3.1819 -1.1938 1.7469
N 2.2600 -0.0200 1.8338
C 1.5990 -0.0154 3.1932
C 2.6868 1.2680 1.4004
S 1.3839 2.2894 0.9694
N 3.9347 1.6250 1.2893
C 5.0469 1.0899 2.1206
C 4.3139 2.8244 0.5067
H 2.5602 -2.0789 1.7759
H 3.8628 -1.2332 2.5832
H 3.7240 -1.1805 0.8094
H 2.3778 0.0490 3.9513
H 1.0492 -0.9414 3.2980
H 0.9183 0.8170 3.2791
H 4.6782 0.7062 3.0609
H 5.6978 1.9308 2.3435
H 5.6178 0.3343 1.5886
H 3.6530 2.9495 -0.3424
H 5.3364 2.6808 0.1642
H 4.2649 3.7138 1.1350
N -0.6640 1.1364 -1.1041
C -0.0697 0.5597 -2.2924
C -0.8221 -0.1186 -3.2359
C -0.1761 -0.7115 -4.3044
C 1.2110 -0.6246 -4.4373
C 1.9572 0.0571 -3.4959
C 1.3160 0.6368 -2.4033
H -0.5495 2.1412 -1.1033
H -1.6513 0.9427 -1.0316
H -1.8988 -0.1848 -3.1349
H -0.7599 -1.2383 -5.0515
H 1.7024 -1.0793 -5.2883
H 3.0325 0.1439 -3.6053
H 1.8936 1.2289 -1.6995
```

Computed properties:
ΔE to the lowest compared entry with this formula, charge and spin	18.3	kJ/mol
net charge	+2
calculated total energy	-68690.4653	eV
2S+1	2
HOMO energy (alpha / beta)	-13.7 / -13.8	eV

These are the Mulliken partial charges, in e, on atoms 1 to 6: -0.060 0.097 0.650 -0.814 -0.604 -1.034

***

Formula: C10H13Cl5CoGeNO2SSi
Source: OMol25
Level of theory: ωB97M-V/def2-TZVPD

The geometry in XYZ format:
```
35
C10H13Cl5CoGeNO2SSi | OMol25 | ωB97M-V/def2-TZVPD
Co -1.0373 1.7046 1.0505
C 2.4244 -0.3294 -2.6977
Si 2.1399 -1.6891 -1.4591
C 2.1234 -3.3449 -2.3180
C 3.4273 -1.6701 -0.1158
C 0.4393 -1.4491 -0.6628
C -0.5488 -2.4299 -0.7032
C -1.7953 -2.2731 -0.0962
C -2.0553 -1.0933 0.5649
N -1.1150 -0.1517 0.6267
C 0.0865 -0.2995 0.0478
S 0.9913 1.1688 0.3993
H 3.3729 -0.4869 -3.2169
H 2.4609 0.6503 -2.2195
H 1.6292 -0.3087 -3.4459
H 3.0886 -3.5232 -2.7970
H 1.3580 -3.3920 -3.0960
H 1.9515 -4.1652 -1.6173
H 4.4240 -1.8463 -0.5261
H 3.2230 -2.4480 0.6233
H 3.4411 -0.7105 0.4044
H -0.3486 -3.3585 -1.2256
H -2.5453 -3.0487 -0.1394
H -2.9926 -0.8769 1.0585
Cl -4.9032 4.4155 0.2371
C -3.3130 4.7387 0.9159
Cl -2.5212 6.1056 0.1275
C -2.4189 3.5121 0.8974
O -2.8832 2.3470 0.7382
O -1.1867 3.6466 1.1486
H -3.4467 4.9980 1.9650
Cl 1.1058 1.5088 4.0973
Ge -0.8532 1.4643 3.2711
Cl -1.7529 -0.3799 3.9132
Cl -1.9697 3.0148 4.2497
```

Computed properties:
ΔE to the lowest compared entry with this formula, charge and spin	0.0	kJ/mol
calculated total energy	-191639.6553	eV
2S+1	1
HOMO energy (alpha / beta)	-8.8 / -8.8	eV

These are the Mulliken partial charges, in e, on atoms 1 to 6: -0.441 -1.010 0.201 -1.075 -1.004 0.184

***

Formula: C2H5NO
Source: OMol25
Level of theory: ωB97M-V/def2-TZVPD

The geometry in XYZ format:
```
9
C2H5NO | OMol25 | ωB97M-V/def2-TZVPD
C -1.6400 0.2597 -0.4005
N -1.0736 -0.7619 -0.9231
H -1.6169 0.4047 0.6765
H -1.9583 1.0432 -1.0995
H -1.5922 -1.2506 -1.6471
O 2.9968 -0.4060 0.5812
C 1.9437 0.0884 0.8553
H 1.9295 1.1263 1.2330
H 1.0111 -0.5037 0.7241
```

Computed properties:
ΔE to the lowest compared entry with this formula, charge and spin	333.2	kJ/mol
calculated total energy	-5689.7763	eV
2S+1	1
HOMO energy	-9.4	eV
SMILES	C=N.C=O

These are the Mulliken partial charges, in e, on atoms 1 to 6: -0.272 -0.459 0.268 0.257 0.229 -0.399

***

Formula: C18H25N2W
Source: OMol25
Level of theory: ωB97M-V/def2-TZVPD

The geometry in XYZ format:
```
46
C18H25N2W | OMol25 | ωB97M-V/def2-TZVPD
C -0.7159 2.2996 -1.6206
C -1.4831 1.2352 -2.2921
C -1.3347 3.1301 -0.5737
C 0.7397 2.3603 -1.8451
H -1.4175 4.1974 -0.8251
H -0.7410 3.0763 0.3560
H -2.3459 2.7748 -0.3332
H -1.7811 1.4780 -3.3221
H -2.3973 0.9929 -1.7335
H -0.8773 0.3188 -2.3516
H 1.0364 2.8993 -2.7558
H 1.1365 1.3391 -1.9532
H 1.2608 2.8332 -1.0029
C -1.4429 -0.9392 2.8240
C -2.0507 0.3381 2.5349
C -2.4499 0.3507 1.1753
H -2.2798 1.1059 3.2652
C -2.0107 -0.8716 0.5727
C -1.4640 -1.7235 1.6188
H -1.2490 -2.7834 1.5459
H -1.1872 -1.3282 3.8016
H -3.0375 1.1130 0.6792
H -2.2508 -1.1922 -0.4312
C 2.2090 -0.0460 2.0472
C 1.3390 0.1799 3.1777
C 0.7044 1.4615 2.9907
H 1.2654 -0.4593 4.0488
C 1.1876 2.0319 1.7838
C 2.0845 1.1053 1.1791
H 2.6857 1.3004 0.2939
H 2.9102 -0.8627 1.9367
H 0.0669 1.9663 3.7075
H 1.0176 3.0504 1.4469
W 0.1076 -0.2547 1.3905
C 0.5557 -4.0151 -2.7031
N 0.9025 -2.8640 -1.8697
C 2.1334 -2.2035 -1.8666
C 2.0360 -1.2274 -0.9254
N 0.7764 -1.2957 -0.2989
C 0.1139 -2.2904 -0.9522
H 0.7830 -3.8024 -3.7588
H 1.1273 -4.9020 -2.3837
H -0.5154 -4.2262 -2.5914
H 2.9593 -2.4997 -2.5059
H 2.7947 -0.5065 -0.6778
H -0.9016 -2.6451 -0.8026
```

Computed properties:
ΔE to the lowest compared entry with this formula, charge and spin	0.0	kJ/mol
net charge	+1
calculated total energy	-23868.5282	eV
2S+1	3
HOMO energy (alpha / beta)	-9.3 / -10.0	eV

These are the Mulliken partial charges, in e, on atoms 1 to 6: 0.542 -0.818 -0.824 -0.850 0.338 0.047

***

Formula: C5H12FN2O8S3
Source: OMol25
Level of theory: ωB97M-V/def2-TZVPD

The geometry in XYZ format:
```
31
C5H12FN2O8S3 | OMol25 | ωB97M-V/def2-TZVPD
C -2.0988 -2.7850 0.5952
C -1.5481 -2.0622 1.9934
O -0.7191 -3.0620 2.7355
C -0.5029 -0.8682 1.4921
N -1.2501 0.3394 0.9721
C -0.7729 1.6391 1.5808
C -0.4265 2.7370 0.4020
O 0.9622 3.2219 0.4022
S 2.0860 1.9734 0.0936
O 3.4018 2.5268 -0.5811
O 2.5626 1.4707 1.5125
N 1.4268 0.5711 -0.7110
S 1.0823 0.8646 -2.3963
O 1.4778 2.2662 -2.9178
O -0.4650 0.7237 -2.6752
S 1.9676 -0.7212 -3.5458
O 1.8820 -2.0995 -2.8309
O 3.3791 -0.3689 -4.0752
F 0.9436 -0.8671 -4.9546
H -3.2891 -2.7587 0.5170
H -1.7082 -2.2327 -0.3750
H -1.7565 -3.9136 0.5463
H -2.4237 -1.6337 2.6604
H 0.1696 -3.0232 2.2360
H 0.0834 -1.3368 0.5646
H 0.2947 -0.6450 2.3186
H -1.3078 0.3697 -0.0692
H 0.0977 1.5251 2.3669
H -1.6978 2.0713 2.1997
H -0.7435 2.3863 -0.6832
H -1.1073 3.6918 0.6265
```

Computed properties:
ΔE to the lowest compared entry with this formula, charge and spin	726.5	kJ/mol
net charge	-1
calculated total energy	-59956.0401	eV
2S+1	1
HOMO energy	-6.2	eV
SMILES	C[C@@H](O)CNCCOS(=O)(=O)N=[S@](=O)([O-])S(=O)(=O)F

These are the Mulliken partial charges, in e, on atoms 1 to 6: -0.846 0.313 -0.570 -0.838 -0.243 -0.411

***

Formula: C4H11INO
Source: OMol25
Level of theory: ωB97M-V/def2-TZVPD

The geometry in XYZ format:
```
18
C4H11INO | OMol25 | ωB97M-V/def2-TZVPD
C 0.4632 2.3293 0.3318
C 1.0173 1.2680 -0.5246
C -1.7710 -1.2579 -0.0890
C -0.3228 -0.7101 0.1723
N 0.5770 -1.9642 0.1715
O 0.0749 0.1619 -0.8114
I -3.1276 0.3890 0.0708
H 0.1367 3.0792 -0.4053
H -0.2530 1.8536 0.9827
H 1.2682 2.7643 0.9456
H 2.0953 0.8749 -0.3588
H 1.2453 1.6493 -1.4035
H -1.7581 -1.4674 -1.2008
H -2.0705 -2.1204 0.6003
H -0.1171 -0.2213 1.0526
H 1.4363 -1.8122 0.7999
H 0.8981 -1.9546 -0.8539
H 0.2079 -2.8614 0.5198
```

Computed properties:
ΔE to the lowest compared entry with this formula, charge and spin	174.8	kJ/mol
net charge	+1
calculated total energy	-15956.1926	eV
2S+1	1
HOMO energy	-13.0	eV
SMILES	CCO[C@H]([NH3+])CI

These are the Mulliken partial charges, in e, on atoms 1 to 6: -0.777 -0.416 -1.132 -0.254 -0.316 -0.360